C2HF3O | ωB97M-V with the def2-TZVPD basis set

Geometry as XYZ:
```
7
C2HF3O (ωB97M-V with the def2-TZVPD basis set)
C 0.614 1.510 1.261
C -0.005 0.651 0.395
O 1.045 2.524 1.549
F -0.508 -1.932 -2.281
F 0.818 -0.348 -0.123
F -1.111 0.061 0.832
H -0.852 -2.466 -1.632
```

## Properties
- Expectation value of S²: 2.007
- HOMO (spin up / spin down): -7.4 / -14.3 eV
- E_LUMO (spin up / spin down): -0.1 / -2.3 eV
- Strongest force on any atom: 5.139 eV/A
- Relative energy (zero: lowest compared OMol25 entry of this formula, charge and spin): 0.745 eV
- 2S+1: 3
- HOMO-LUMO gap (spin up / spin down): 7.3 / 12.1 eV

Atom charges from the natural (NBO) analysis, given in e for atoms 1 to 6: 0.339 0.642 -0.367 -0.555 -0.322 -0.293

CH15O6 | ωB97M-V with the def2-TZVPD basis set

Geometry as XYZ:
```
22
CH15O6 (ωB97M-V with the def2-TZVPD basis set)
O -10.943 26.056 -16.370
H -11.111 26.991 -16.508
H -11.595 25.634 -15.805
H -10.087 25.986 -15.941
O -8.282 31.412 -14.774
H -8.020 30.729 -14.153
H -8.340 32.242 -14.295
H -9.101 31.132 -15.189
C -13.082 31.023 -18.739
O -12.249 30.431 -17.704
H -13.282 32.050 -18.434
H -12.541 30.872 -19.673
H -14.049 30.526 -18.813
O -16.061 35.961 -17.893
H -15.346 35.375 -17.645
H -15.948 36.094 -18.834
O -15.925 31.409 -14.462
H -15.322 30.836 -14.935
H -16.383 30.826 -13.856
O -8.074 30.479 -21.238
H -7.742 29.897 -20.555
H -8.993 30.619 -21.010
```

## Properties
- HOMO: -8.4 eV
- Charge: +1
- E_LUMO: -5.3 eV
- Strongest force on any atom: 3.079 eV/A
- Relative energy (zero: lowest compared OMol25 entry of this formula, charge and spin): 5.805 eV
- HOMO-LUMO gap: 3.0 eV

Atom charges from the natural (NBO) analysis, given in e for atoms 1 to 6: -0.770 0.530 0.564 0.543 -0.747 0.556

C13H15NSi | ωB97M-V with the def2-TZVPD basis set

Geometry as XYZ:
```
30
C13H15NSi (ωB97M-V with the def2-TZVPD basis set)
C -2.264 -2.988 -0.855
C 4.705 0.365 -0.674
C -0.851 -2.837 -1.169
C -2.771 -2.105 0.028
C 4.174 -0.601 0.112
C 3.960 1.486 -0.920
C -0.148 -1.743 -0.746
C -2.011 -1.043 0.520
C 2.853 -0.493 0.538
C 2.614 1.615 -0.580
C -0.770 -0.780 0.129
C 2.076 0.579 0.185
C -4.250 2.647 0.644
N -0.537 1.723 1.589
Si 0.296 0.632 0.811
H -2.898 -3.911 -1.028
H 5.805 0.218 -0.999
H -0.424 -3.607 -1.745
H -3.738 -2.203 0.394
H 4.589 -1.494 0.302
H 4.312 2.214 -1.557
H 0.916 -1.542 -1.145
H -2.529 -0.525 1.302
H 2.486 -1.245 1.169
H 2.063 2.507 -0.613
H -5.004 1.888 0.240
H -3.354 2.082 0.735
H -4.599 3.168 1.543
H -4.232 3.334 -0.263
H -0.467 2.662 2.053
```

## Properties
- HOMO: -9.0 eV
- E_LUMO: 0.2 eV
- SMILES: N=[Si](c1ccccc1)c1ccccc1.C
- Strongest force on any atom: 3.976 eV/A
- Relative energy (zero: lowest compared OMol25 entry of this formula, charge and spin): 1.534 eV
- HOMO-LUMO gap: 9.2 eV

Atom charges from the natural (NBO) analysis, given in e for atoms 1 to 6: -0.188 -0.193 -0.225 -0.216 -0.207 -0.206

C4H7NO2 | ωB97M-V with the def2-TZVPD basis set

Geometry as XYZ:
```
14
C4H7NO2 (ωB97M-V with the def2-TZVPD basis set)
O 1.833 1.681 -0.129
N 1.804 0.266 -0.292
C 0.593 -0.104 -0.328
C -0.059 -1.454 -0.440
C -1.386 -0.796 0.049
C -0.693 0.597 0.071
O -0.476 1.116 1.375
H 2.779 1.877 -0.078
H 0.344 -2.276 0.162
H -0.096 -1.742 -1.495
H -1.703 -1.107 1.052
H -2.226 -0.895 -0.655
H -1.133 1.355 -0.603
H 0.419 1.466 1.316
```

## Properties
- HOMO: -10.0 eV
- E_LUMO: 0.9 eV
- SMILES: O/N=C1/CC[C@H]1O
- Strongest force on any atom: 0.573 eV/A
- Relative energy (zero: lowest compared OMol25 entry of this formula, charge and spin): 3.411 eV
- HOMO-LUMO gap: 10.9 eV

Atom charges from the natural (NBO) analysis, given in e for atoms 1 to 6: -0.608 -0.132 0.212 -0.447 -0.412 0.037

relative energy (zero: lowest compared OMol25 entry of this formula, charge and spin) of number 3 (C13H15NSi)? 1.534 eV